No. 1
The following is a quantum chemistry calculation of a 2-piece molecular cluster, C10H13O3 overall at a distorted geometry, from the OMol25 dataset.

```
26
Properties=species:S:1:pos:R:3
C -1.36438 -0.93378 -2.08512
C -2.75199 -1.46185 -2.50655
C -0.89431 0.21074 -3.01500
O -1.58212 0.70116 -3.89028
O 0.34133 0.58932 -2.79016
H -1.45357 -0.48546 -1.09811
H -0.52313 -1.61653 -2.16280
H -3.28776 -1.59352 -1.56236
H -2.78304 -2.43764 -2.99030
H -3.22973 -0.73059 -3.14753
C 0.36818 0.61630 4.67630
C 1.17547 -0.04851 0.44901
C 1.06660 1.26801 0.94775
C 1.07219 -1.14537 1.33810
C 0.85534 1.40442 2.32010
C 0.76131 -0.93186 2.67418
C 0.69668 0.35775 3.21161
O 1.50660 -0.24926 -0.80974
H 0.72909 0.26700 -1.84325
H 1.02732 2.08276 0.24075
H 1.21365 -2.15433 0.97858
H 0.79530 2.43510 2.67621
H 0.52277 -1.80731 3.27517
H 0.99494 1.34121 5.18498
H 0.64365 -0.31057 5.21157
H -0.72117 0.57137 4.72228
```

**Relative energy (zero: lowest compared OMol25 entry of this formula, charge and spin)**: 13.9 kcal per mole
**Net charge**: -1
**HOMO-LUMO gap**: 7.18 eV
**E_LUMO**: 3.40 eV
**Total energy**: -614.63917 Eh

---

No. 2
The following is a quantum chemistry calculation of one molecule with the formula C10H13P at a distorted geometry, from the OMol25 dataset.

```
24
Properties=species:S:1:pos:R:3
C 0.13771 -2.83341 -0.32463
C -0.38540 -1.37336 -0.49766
P -0.22855 -0.62034 -2.10083
C -0.80754 1.08377 -1.99153
C -1.30290 1.36527 -0.58799
C -0.36279 0.97651 0.45170
C 0.05372 1.87932 1.36183
C 1.03867 1.58820 2.33454
C 1.48928 0.26326 2.39678
C 0.99641 -0.65718 1.55349
C 0.07748 -0.38790 0.45375
H -0.41317 -3.26800 0.58503
H 1.16713 -2.96922 0.10715
H -0.14165 -3.38078 -1.20657
H -1.18535 -1.28177 -2.85868
H 0.76229 -0.44362 -3.01421
H -1.50272 1.63032 -2.64224
H 0.18235 1.64676 -2.06096
H -2.35566 0.87652 -0.55887
H -1.63731 2.39625 -0.57470
H -0.39102 2.85731 1.21822
H 1.37600 2.30713 3.04582
H 2.21877 0.00033 3.11222
H 1.21425 -1.65537 1.79833
```

**SMILES**: CC1=[PH2]CCc2ccccc21
**Relative energy (zero: lowest compared OMol25 entry of this formula, charge and spin)**: 16.7 kcal per mole
**HOMO-LUMO gap**: 7.63 eV
**E_LUMO**: 0.86 eV
**Total energy**: -730.08480 Eh

---

No. 3
The following is a quantum chemistry calculation of C10H14AsCoF5N2O7Te as an isolated structure at a distorted geometry, from the OMol25 dataset.

```
41
Properties=species:S:1:pos:R:3
Co 0.18565 -0.10290 -0.11710
O 0.15401 3.14035 -3.02831
C 0.36022 2.12523 -2.24953
O -0.39501 1.70712 -1.38633
C 1.65187 1.42331 -2.44536
C 2.65271 1.80948 -3.32378
C 3.82564 1.07147 -3.34116
C 3.94257 -0.02701 -2.49469
C 2.87986 -0.33760 -1.66814
N 1.75194 0.37742 -1.63561
C 2.77109 -1.50497 -0.75523
O 3.70810 -2.38071 -0.58881
O 1.71433 -1.64349 -0.13854
H -0.69825 3.58054 -2.85820
H 2.51000 2.66923 -3.96439
H 4.63747 1.34096 -4.00376
H 4.85167 -0.61479 -2.50469
H 4.52817 -2.21688 -1.08170
C -4.36841 0.50044 -0.51424
As -3.04857 0.19778 0.82247
C -3.48684 -1.35253 1.83702
C -2.77451 1.72851 1.92125
O -1.58020 -0.07673 -0.08384
H -5.33613 0.59317 -0.01964
H -4.38126 -0.34267 -1.20261
H -4.13560 1.42093 -1.04548
H -4.44556 -1.15062 2.31936
H -2.73211 -1.52965 2.59949
H -3.60508 -2.19678 1.15990
H -3.74746 2.04753 2.29810
H -2.34155 2.52070 1.31270
H -2.11933 1.48008 2.75250
F -0.00947 -1.76656 1.48136
Te 1.05607 -0.70949 2.82221
F 1.58047 0.21175 4.28839
F 1.21614 -2.41824 3.48787
F 2.80675 -0.92742 2.29250
F -0.65656 -0.61567 3.53250
O 0.79689 0.59865 1.55083
O 0.06227 -4.51475 2.47055
N 0.21799 -4.11519 1.50217
```

**Multiplicity**: 5
**Relative energy (zero: lowest compared OMol25 entry of this formula, charge and spin)**: 0.0 kcal per mole
**Net charge**: +3
**HOMO-LUMO gap (alpha / beta)**: 6.93 / 6.92 eV
**E_LUMO (alpha / beta)**: -12.92 / -12.92 eV
**Total energy**: -5410.44638 Eh

---

No. 4
The following is a quantum chemistry calculation of C10H14BBrN6Pd as an isolated structure at a distorted geometry, from the OMol25 dataset.

```
33
Properties=species:S:1:pos:R:3
H 0.95832 3.09202 1.78598
N 0.57671 1.74347 0.27774
B 0.17403 0.39897 -1.82998
N 0.54876 1.74876 -1.09928
C 0.91628 2.99240 -1.52030
Pd 0.34891 0.06458 1.51714
H 1.00646 3.18101 -2.59245
C 1.13528 3.78766 -0.38510
H 1.43728 4.83511 -0.33937
C 0.91057 2.95674 0.71345
H 0.16861 0.52290 -3.02177
C -1.22014 -1.63254 3.49667
H -0.87798 -2.00543 4.45473
H -0.39101 -1.62699 2.71989
H -2.00285 -2.29048 3.13410
N -1.24474 -0.02405 -1.32769
N 1.16711 -0.73054 -1.36086
N -1.42993 -0.19885 0.03770
N 1.28910 -0.98054 -0.00557
C -2.43242 -0.24405 -1.96395
C 2.03186 -1.54501 -2.00361
H -2.53549 -0.14916 -3.04466
H 2.11932 -1.45761 -3.07148
C -3.37450 -0.55572 -1.01088
C 2.68263 -2.34295 -1.05745
C -2.70098 -0.52306 0.23886
C 2.18417 -1.95052 0.18839
H -4.44505 -0.77687 -1.15978
H 3.42358 -3.09011 -1.22203
H -3.09801 -0.71199 1.22063
H 2.37842 -2.25662 1.20097
H -1.65494 -0.64574 3.56853
Br 1.95064 0.41522 3.46145
```

**Multiplicity**: 3
**Relative energy (zero: lowest compared OMol25 entry of this formula, charge and spin)**: 0.0 kcal per mole
**HOMO-LUMO gap (alpha / beta)**: 9.45 / 7.89 eV
**E_LUMO (alpha / beta)**: 0.66 / -1.06 eV
**Total energy**: -3444.79694 Eh

---

No. 5
The following is a quantum chemistry calculation of C10H14BClMgN6O4 as an isolated structure at a distorted geometry, from the OMol25 dataset.

```
37
Properties=species:S:1:pos:R:3
H -0.25311 2.71320 2.12028
N -0.01833 1.57866 0.34453
B 0.67451 0.66094 -1.89634
N 0.57101 1.83933 -0.86802
C 0.93007 3.13636 -0.91808
Mg -1.36106 -0.52359 1.10250
H 1.36011 3.53056 -1.81605
C 0.62208 3.71641 0.30882
H 0.77201 4.72570 0.61329
C 0.06231 2.68832 1.09309
H 1.10207 1.05403 -2.93422
C -1.12530 -2.49506 1.48227
H -1.20572 -2.51818 2.58411
H -0.16788 -2.87836 1.10724
H -2.00703 -2.90127 1.00561
N -0.75753 0.05836 -1.99221
N 1.57526 -0.44744 -1.27831
N -1.43734 -0.41300 -0.78257
N 1.16124 -1.11653 -0.12908
C -1.56575 -0.07229 -3.06091
C 2.78399 -0.89945 -1.66041
H -1.22035 0.25657 -4.03925
H 3.24368 -0.49859 -2.55008
C -2.74257 -0.64236 -2.63719
C 3.19589 -1.86185 -0.74313
C -2.62273 -0.83288 -1.25510
C 2.15655 -1.94256 0.21008
H -3.60803 -0.91038 -3.21932
H 4.11093 -2.42226 -0.74365
H -3.31414 -1.23944 -0.53097
H 2.10215 -2.55760 1.09965
H -2.83787 0.43569 1.51906
O 0.10568 1.60419 3.89088
Cl -0.03621 0.17073 3.73961
O 0.94987 -0.55981 4.44205
O -1.36064 -0.29497 4.06275
O 0.16216 -0.14115 2.32907
```

**HOMO-LUMO gap (alpha / beta)**: 5.22 / 4.04 eV
**E_LUMO (alpha / beta)**: -3.33 / -4.49 eV
**Total energy**: -1703.71504 Eh

---

No. 6
The following is a quantum chemistry calculation of C10H14BEuFN6 as an isolated structure at a distorted geometry, from the OMol25 dataset.

```
33
Properties=species:S:1:pos:R:3
H -1.72220 -1.29278 2.44637
N -0.48715 -1.82273 0.81496
B 0.95703 -3.03394 -0.98503
N -0.02174 -3.01322 0.25743
C -0.51932 -4.03013 0.96630
Eu 0.19207 0.36539 0.04246
H -0.24819 -5.00570 0.65285
C -1.30646 -3.52235 2.00204
H -1.82351 -4.05391 2.73343
C -1.27551 -2.11530 1.88799
H 1.04198 -4.16475 -1.32803
C 1.80374 3.47320 -0.03999
H 1.58358 4.49012 0.26267
H 1.34506 3.32475 -1.02632
H 2.87135 3.32000 -0.13898
N 2.38720 -2.55703 -0.57691
N 0.43309 -2.19100 -2.19678
N 2.60447 -1.27560 -0.07241
N -0.04618 -0.89199 -2.00909
C 3.53415 -3.26669 -0.58685
C 0.31923 -2.50568 -3.49368
H 3.52264 -4.27224 -0.95372
H 0.63461 -3.47255 -3.80220
C 4.56116 -2.46048 -0.06272
C -0.23219 -1.41195 -4.17687
C 3.92840 -1.21515 0.24206
C -0.45585 -0.40407 -3.20649
H 5.57006 -2.74378 0.06297
H -0.44581 -1.33816 -5.19595
H 4.38462 -0.34358 0.65781
H -0.86999 0.58964 -3.25887
H 1.40384 2.79594 0.70707
F -0.86862 1.99310 0.55541
```

**Multiplicity**: 8
**Relative energy (zero: lowest compared OMol25 entry of this formula, charge and spin)**: 0.0 kcal per mole
**HOMO-LUMO gap (alpha / beta)**: 6.95 / 9.39 eV
**E_LUMO (alpha / beta)**: 0.42 / 0.41 eV
**Total energy**: -1553.15783 Eh

---

No. 7
The following is a quantum chemistry calculation of C10H14BIN6Pb as an isolated structure at a distorted geometry, from the OMol25 dataset.

```
33
Properties=species:S:1:pos:R:3
H -2.03159 1.07638 3.11103
N -0.74207 0.10344 1.71597
B 0.49600 -1.53310 0.26012
N -0.29448 -1.17987 1.56286
C -0.73586 -1.91484 2.61248
Pb -0.25197 2.20274 0.06202
H -0.49056 -2.96478 2.70090
C -1.47871 -1.09071 3.43965
H -1.95926 -1.33903 4.39082
C -1.48907 0.15568 2.82617
H 0.99180 -2.60431 0.37016
C -0.08485 3.03314 -1.86446
H -0.53624 3.84449 -1.25467
H -0.76472 2.54050 -2.54049
H 1.00272 3.05993 -1.76775
N 1.65951 -0.43657 0.05887
N -0.39867 -1.42395 -0.99833
N 1.44219 0.94012 -0.14662
N -0.85427 -0.18943 -1.42268
C 2.98031 -0.65138 0.20176
C -0.92505 -2.40305 -1.76403
H 3.33742 -1.68030 0.42047
H -0.69257 -3.43447 -1.56638
C 3.64600 0.55753 0.03491
C -1.72588 -1.81357 -2.73360
C 2.68998 1.51463 -0.20525
C -1.66420 -0.43336 -2.46844
H 4.71815 0.67708 0.10536
H -2.28119 -2.30428 -3.51700
H 2.85234 2.57737 -0.35277
H -2.21489 0.37658 -2.95912
H -0.91488 2.44564 1.63353
I -3.28543 2.29172 0.05452
```

**Relative energy (zero: lowest compared OMol25 entry of this formula, charge and spin)**: 0.0 kcal per mole
**Net charge**: +2
**HOMO-LUMO gap (alpha / beta)**: 3.88 / 3.70 eV
**E_LUMO (alpha / beta)**: -11.29 / -11.25 eV
**Total energy**: -1232.59046 Eh

---

No. 8
The following is a quantum chemistry calculation of one molecule with the formula C10H14BN at a distorted geometry, from the OMol25 dataset.

```
26
Properties=species:S:1:pos:R:3
B 0.06254 -0.57467 0.24350
C -2.31507 0.92383 3.56588
C -2.57703 1.26336 2.27037
C -1.16903 0.15856 3.76815
C -1.84782 0.85278 1.19493
C -0.44719 -0.34911 2.69735
C -0.70918 0.01810 1.35835
C 0.71286 1.00330 -3.47500
C 1.85140 0.28865 -2.94628
C 1.82759 0.01752 -1.32731
C 0.79915 -2.24727 -1.41445
N 0.78905 -0.88760 -0.82196
H -2.80038 1.12666 4.55029
H -3.43717 1.99760 2.14518
H -0.68106 0.15388 4.68716
H -1.96134 1.33832 0.21305
H 0.36920 -1.02334 2.88140
H -0.20547 0.47060 -3.73587
H 0.42326 2.05483 -3.00162
H 2.10708 -0.67674 -3.25133
H 2.64807 0.97937 -3.20299
H 2.77142 -0.13145 -0.94133
H 1.57460 0.96082 -0.98216
H 0.52724 -2.20670 -2.54008
H 1.68228 -2.85526 -1.17927
H 0.00501 -2.65604 -0.75597
```

**Relative energy (zero: lowest compared OMol25 entry of this formula, charge and spin)**: 151.7 kcal per mole
**HOMO-LUMO gap (alpha / beta)**: 3.69 / 2.58 eV
**E_LUMO (alpha / beta)**: -1.27 / -1.65 eV
**Total energy**: -468.80729 Eh